Run one
Molecular formula: C6H13N3
Method: DFT, ωB97M-V/def2-TZVPD

Structure (XYZ):
```
22
C6H13N3, DFT ωB97M-V/def2-TZVPD
H -2.210 -2.364 -0.490
N -2.684 -1.486 -0.223
C -1.766 -0.569 -0.085
N -2.099 0.706 0.363
C -1.506 1.916 -0.218
N -0.383 -0.645 -0.329
C 0.383 -1.841 0.046
C 0.553 -0.530 0.800
C 1.751 0.310 0.668
C 2.430 0.224 -0.711
H -3.134 0.742 0.566
H -1.758 2.066 -1.304
H -1.944 2.748 0.315
H -0.401 1.929 -0.132
H 1.151 -2.197 -0.665
H -0.167 -2.616 0.523
H 0.089 -0.497 1.772
H 2.470 0.096 1.483
H 1.418 1.354 0.790
H 1.743 0.534 -1.542
H 2.776 -0.787 -0.916
H 3.286 0.907 -0.712
```

Its total charge is 0. The SMILES is [H]/N=C(/NC)N1C[C@H]1CC. As for the HOMO-LUMO gap: 0.36006 Eh. The HOMO energy comes out at -8.796 eV.


Run two
Molecular formula: C6H13N3
Method: DFT, ωB97M-V/def2-TZVPD

Structure (XYZ):
```
22
C6H13N3, DFT ωB97M-V/def2-TZVPD
C -3.324 -0.420 0.363
C -2.145 -0.750 -0.151
C -0.973 0.126 -0.143
N -1.272 1.470 0.055
C 0.291 -0.342 -0.249
C 0.620 -1.807 -0.309
C 1.476 0.610 -0.322
N 1.376 1.648 0.709
N 2.734 -0.118 -0.310
H -3.481 0.516 0.872
H -4.167 -1.088 0.315
H -2.029 -1.714 -0.622
H -0.465 2.077 0.030
H -2.075 1.804 -0.453
H 0.762 -2.218 0.693
H -0.170 -2.378 -0.789
H 1.540 -1.947 -0.869
H 1.445 1.143 -1.288
H 2.212 2.225 0.720
H 1.263 1.227 1.626
H 2.868 -0.581 0.583
H 3.512 0.515 -0.461
```

Its total charge is 0. The SMILES is C=C/C(N)=C(\C)C(N)N. As for the HOMO-LUMO gap: 0.30932 Eh. The HOMO energy comes out at -7.525 eV.


Run three
Molecular formula: C6H13N3
Method: DFT, ωB97M-V/def2-TZVPD

Structure (XYZ):
```
22
C6H13N3, DFT ωB97M-V/def2-TZVPD
C 2.783 -0.586 0.727
C -0.131 1.988 0.812
C -1.885 -0.953 -1.182
C 0.620 -0.358 -0.190
C -0.330 0.812 -0.090
C -1.353 -0.126 -0.036
N 0.984 -0.910 -1.423
N -2.294 -0.076 1.024
N 1.372 -0.330 0.869
H 0.444 -0.585 -2.210
H 1.973 -0.877 -1.623
H -2.061 0.570 1.764
H -3.243 0.094 0.724
H 3.265 0.032 -0.046
H 3.279 -0.369 1.673
H 2.976 -1.631 0.457
H -0.549 1.859 1.813
H 0.933 2.143 0.973
H -0.638 2.856 0.379
H -1.854 -0.429 -2.138
H -1.358 -1.902 -1.245
H -2.931 -1.222 -1.032
```

Its total charge is 0. As for the HOMO-LUMO gap: 0.31243 Eh. The HOMO energy comes out at -7.731 eV.


Run four
Molecular formula: C6H13N3
Method: DFT, ωB97M-V/def2-TZVPD

Structure (XYZ):
```
22
C6H13N3, DFT ωB97M-V/def2-TZVPD
C 1.351 2.111 -0.010
C 0.398 0.896 -0.170
N -0.851 1.252 -0.121
N -1.598 -0.094 -0.252
C -3.071 0.047 -0.026
C -0.693 -0.966 0.290
C 0.729 -0.506 -0.001
C 1.575 -1.064 -1.181
N 1.555 -0.619 1.159
H 1.661 2.239 1.026
H 2.188 2.360 -0.855
H 0.458 2.915 -0.046
H -3.525 -0.896 -0.609
H -3.466 0.046 0.983
H -3.371 0.971 -0.496
H -0.947 -2.070 0.248
H -0.869 -0.895 1.326
H 1.699 -2.141 -1.127
H 2.516 -0.681 -1.214
H 1.108 -0.938 -2.158
H 2.017 -1.541 1.267
H 1.135 -0.428 1.967
```

Its total charge is 0. The SMILES is CC1=NN(C)C[C@]1(C)N. As for the HOMO-LUMO gap: 0.32751 Eh. The HOMO energy comes out at -7.948 eV.


Most stable structure among those shown: run two.